Entry 1
Molecular formula: CH5NO2Si
Method: DFT, ωB97M-V/def2-TZVPD

Results
HOMO-LUMO gap   9.82 eV
HOMO energy   -9.7 eV
Lowest unoccupied orbital energy   0.17 eV
Net charge   0

Each atom is followed by the atoms it is bonded to, with distances in Å.
CARTESIAN COORDINATES (ANGSTROEM)
1 C 1.606 -0.148 0.079  N2 1.236, H6 1.075, H7 1.070
2 N 0.390 -0.365 0.113  C1 1.236, O3 1.317, Si5 1.951
3 O -0.129 -1.575 0.064  N2 1.317, H9 0.975
4 O -2.187 -0.252 -0.032  Si5 1.541
5 Si -1.122 0.861 -0.026  N2 1.951, O4 1.541, H8 1.373, H10 1.411
6 H 1.954 0.835 0.340  C1 1.075
7 H 2.202 -1.003 -0.164  C1 1.070
8 H -0.839 1.370 -1.270  Si5 1.373
9 H -1.073 -1.448 -0.146  O3 0.975
10 H -0.802 1.726 1.042  Si5 1.411

natural (NBO) atomic charge list, values in e, 2 entries: atom 1 (C): -0.0673, atom 2 (N): -0.1682

Entry 2
Molecular formula: CH5NO2Si
Method: DFT, ωB97M-V/def2-TZVPD

Results
HOMO-LUMO gap   10.64 eV
HOMO energy   -9.9 eV
Lowest unoccupied orbital energy   0.70 eV
SMILES   C=[N+]([O-])O[SiH3]
Net charge   0

Each atom is followed by the atoms it is bonded to, with distances in Å.
CARTESIAN COORDINATES (ANGSTROEM)
1 C -1.951 0.592 0.027  N2 1.266, H6 1.073, H7 1.076
2 N -1.005 -0.244 -0.066  C1 1.266, O3 1.191, O4 1.632
3 O -0.891 -1.426 0.020  N2 1.191
4 O 0.378 0.563 -0.380  N2 1.632, Si5 1.634
5 Si 1.767 -0.210 0.002  O4 1.634, H8 1.456, H9 1.464, H10 1.457
6 H -1.753 1.639 -0.096  C1 1.073
7 H -2.943 0.226 0.227  C1 1.076
8 H 2.718 0.674 -0.657  Si5 1.456
9 H 1.903 -0.250 1.459  Si5 1.464
10 H 1.776 -1.564 -0.536  Si5 1.457

natural (NBO) atomic charge list, values in e, 2 entries: atom 1 (C): -0.2288, atom 2 (N): 0.3800

Least stable of them? entry 2.

Entry 1
Molecular formula: C2H2N2S3
Method: DFT, ωB97M-V/def2-TZVPD

Results
HOMO-LUMO gap   8.02 eV
HOMO energy   -8.7 eV
Lowest unoccupied orbital energy   -0.68 eV
SMILES   S=C1SN=CNS1
Net charge   0

Each atom is followed by the atoms it is bonded to, with distances in Å.
CARTESIAN COORDINATES (ANGSTROEM)
1 C -0.325 0.680 0.307  S7 1.696, S8 1.796, S9 1.596
2 C 0.622 -2.002 -0.810  H4 1.231, N5 1.482, N6 1.249
3 H 2.004 -1.958 0.621  N5 0.894
4 H 1.363 -2.836 -1.330  C2 1.231
5 N 1.259 -1.502 0.432  C2 1.482, H3 0.894, S8 1.745
6 N -0.420 -1.493 -1.272  C2 1.249, S9 1.788
7 S -0.724 2.295 0.635  C1 1.696
8 S 1.406 0.218 0.181  C1 1.796, N5 1.745
9 S -1.370 -0.407 -0.216  C1 1.596, N6 1.788

natural (NBO) atomic charge list, values in e, 2 entries: atom 1 (C): -0.6156, atom 2 (C): 0.2758

Entry 2
Molecular formula: C2H2N2S3
Method: DFT, ωB97M-V/def2-TZVPD

Results
HOMO-LUMO gap   7.69 eV
HOMO energy   -8.5 eV
Lowest unoccupied orbital energy   -0.84 eV
Net charge   0

Each atom is followed by the atoms it is bonded to, with distances in Å.
CARTESIAN COORDINATES (ANGSTROEM)
1 C -1.773 0.967 -0.101  N3 1.194, S5 1.541
2 C 1.488 0.055 0.175  N4 1.446, S7 1.805, H8 1.085, H9 1.094
3 N -0.639 1.076 -0.457  C1 1.194, N4 1.364
4 N 0.506 0.428 -0.818  C2 1.446, N3 1.364, S7 1.913
5 S -3.262 0.739 0.225  C1 1.541
6 S -0.658 -2.258 0.610  S7 1.961
7 S 0.740 -1.443 -0.498  C2 1.805, N4 1.913, S6 1.961
8 H 2.461 0.094 -0.306  C2 1.085
9 H 1.136 0.340 1.170  C2 1.094

natural (NBO) atomic charge list, values in e, 2 entries: atom 1 (C): 0.1989, atom 2 (C): -0.3754

Least stable of them? entry 2.